[1]
CH2LiOSn | ωB97M-V/def2-TZVPD

Results
- frontier orbital gap (spin up / spin down) (eV) = 7.745 / 5.893
- total charge = +1

Geometry as XYZ:
```
6
Properties=species:S:1:pos:R:3:mulliken_charge:R:1
C 0.36 -0.88 -0.25 -0.176
O 0.64 0.32 -0.10 -0.573
H -0.44 -1.27 0.42 0.261
Sn 1.68 -2.07 -1.22 0.585
Li -0.25 1.89 0.51 0.901
H -1.99 2.00 0.65 0.002
```

=====

[2]
CH2N2O2 | ωB97M-V/def2-TZVPD

Results
- frontier orbital gap (eV) = 10.964
- structure (SMILES) = N#[N+][O-].C=O

Geometry as XYZ:
```
7
Properties=species:S:1:pos:R:3:mulliken_charge:R:1
N -2.07 -0.60 1.02 -0.304
N -1.73 -0.20 0.07 0.842
O -1.38 0.31 -0.91 -0.539
C 1.31 0.09 -0.05 -0.033
O 0.49 -0.71 0.33 -0.430
H 1.43 0.50 -1.12 0.207
H 1.95 0.60 0.65 0.256
```

=====

[3]
CH2N2O2 | ωB97M-V/def2-TZVPD

Results
- frontier orbital gap (eV) = 7.870

Geometry as XYZ:
```
7
Properties=species:S:1:pos:R:3:mulliken_charge:R:1
C -0.03 0.54 0.01 0.497
N -1.40 -1.02 -0.19 0.062
N 1.16 -0.03 0.05 -0.345
O -0.47 1.63 0.03 -0.449
O -2.49 -0.63 0.07 -0.221
H 1.23 -1.03 -0.02 0.230
H 2.00 0.53 0.06 0.227
```

=====

[4]
CH2N2O2 | ωB97M-V/def2-TZVPD

Results
- frontier orbital gap (eV) = 11.043

Geometry as XYZ:
```
7
Properties=species:S:1:pos:R:3:mulliken_charge:R:1
C 2.14 0.57 -0.31 0.140
N 0.15 0.11 0.47 -0.143
N -0.68 -0.64 0.03 -0.096
O 2.92 -0.20 0.00 -0.168
O -1.93 -0.10 -0.24 -0.393
H -0.13 1.09 0.62 0.255
H -2.47 -0.82 -0.59 0.404
```

=====

[5]
CH2N2O2 | ωB97M-V/def2-TZVPD

Results
- frontier orbital gap (eV) = 11.088
- structure (SMILES) = N#[N+][O-].C=O

Geometry as XYZ:
```
7
Properties=species:S:1:pos:R:3:mulliken_charge:R:1
N -0.37 0.36 -1.55 -0.379
N 0.50 1.00 -1.32 0.896
O 1.39 1.64 -1.03 -0.513
C -0.41 -0.81 0.98 -0.211
O 0.30 -0.01 1.54 -0.388
H -1.49 -0.67 1.03 0.272
H 0.07 -1.50 0.34 0.323
```

=====

[6]
CH2N2O2 | ωB97M-V/def2-TZVPD

Results
- frontier orbital gap (eV) = 10.256
- structure (SMILES) = O=C1NN1O

Geometry as XYZ:
```
7
Properties=species:S:1:pos:R:3:mulliken_charge:R:1
O 2.18 -0.13 -0.31 -0.431
C 1.06 0.15 -0.07 0.569
N 0.09 1.09 0.08 -0.372
N -0.16 -0.38 0.58 -0.085
O -1.17 -0.94 -0.16 -0.367
H -0.34 1.60 -0.70 0.282
H -1.66 -1.39 0.58 0.405
```

=====

[7]
CH2N2O2 | ωB97M-V/def2-TZVPD

Results
- frontier orbital gap (spin up / spin down) (eV) = 5.970 / 8.484
- expectation value of S² = 2.009
- 2S+1 = 3

Geometry as XYZ:
```
7
Properties=species:S:1:pos:R:3:mulliken_charge:R:1
C 0.69 -0.09 -0.61 0.383
N 0.16 1.13 -0.45 -0.258
N 0.14 0.22 0.72 -0.018
O 1.33 -0.91 -1.16 -0.431
O -0.98 -0.46 1.16 -0.338
H -0.72 1.50 -0.91 0.259
H -0.61 -1.40 1.25 0.403
```

=====

[8]
CH2N2O2S | ωB97M-V/def2-TZVPD

Results
- frontier orbital gap (eV) = 10.572
- structure (SMILES) = O=C=O.N#N.S

Geometry as XYZ:
```
8
Properties=species:S:1:pos:R:3:mulliken_charge:R:1
O -2.00 0.55 -0.48 -0.364
C -1.71 -0.45 0.00 0.697
O -1.41 -1.49 0.33 -0.323
N 0.30 -0.02 1.78 0.179
N -0.29 0.44 2.59 -0.201
S 1.35 0.44 -0.95 -0.275
H 2.48 -0.22 -1.08 0.145
H 1.28 0.76 -2.18 0.142
```

=====

[9]
CH2N2O2S | ωB97M-V/def2-TZVPD

Results
- frontier orbital gap (spin up / spin down) (eV) = 7.048 / 6.823

Geometry as XYZ:
```
8
Properties=species:S:1:pos:R:3:mulliken_charge:R:1
C -2.58 -0.17 0.02 0.569
N -1.37 -0.16 0.00 0.118
N -0.08 0.05 -0.20 -0.617
O 2.63 0.51 0.04 -0.392
O -3.75 -0.12 0.06 -0.444
S 2.00 -0.93 0.39 0.102
H 2.88 0.88 0.90 0.360
H 0.26 -0.05 -1.20 0.303
```

=====

[10]
CH2N2O3S | ωB97M-V/def2-TZVPD

Results
- frontier orbital gap (spin up / spin down) (eV) = 5.664 / 5.660
- total charge = -2

Geometry as XYZ:
```
9
Properties=species:S:1:pos:R:3:mulliken_charge:R:1
C -1.89 1.09 -0.45 0.530
N -0.48 1.10 -0.26 -0.141
N 1.70 -2.17 0.83 -0.739
O -2.25 1.31 -1.63 -0.709
O -2.60 0.96 0.55 -0.722
O 1.92 1.03 -0.80 -0.536
S 0.66 0.22 -0.79 0.340
H 0.72 -2.03 1.11 -0.003
H 2.21 -1.51 1.44 -0.021
```

=====

[11]
CH2N2O3S | ωB97M-V/def2-TZVPD

Results
- frontier orbital gap (spin up / spin down) (eV) = 7.227 / 7.662
- expectation value of S² = 2.011
- 2S+1 = 3

Geometry as XYZ:
```
9
Properties=species:S:1:pos:R:3:mulliken_charge:R:1
C 1.15 1.52 0.27 0.496
N -0.69 -1.19 -1.74 -0.254
N 1.23 0.34 0.17 -0.447
O 1.06 2.64 0.16 -0.360
O -0.04 -2.15 0.59 -0.506
O -1.64 -0.11 0.40 -0.442
S -0.58 -1.23 -0.33 0.800
H -1.84 0.57 -0.33 0.367
H 1.34 -0.39 0.82 0.345
```

=====

[12]
CH2N2O3S | ωB97M-V/def2-TZVPD

Results
- frontier orbital gap (spin up / spin down) (eV) = 11.539 / 6.234
- expectation value of S² = 2.034
- 2S+1 = 3

Geometry as XYZ:
```
9
Properties=species:S:1:pos:R:3:mulliken_charge:R:1
C -0.60 -0.57 0.79 0.162
N 0.50 0.00 0.96 -0.284
N -1.44 -0.58 -0.18 -0.208
O 2.42 0.37 -0.67 -0.519
O 0.83 2.17 -0.12 -0.524
O 0.14 0.24 -1.49 -0.462
S 1.07 0.80 -0.46 1.205
H -0.95 -1.09 1.70 0.339
H -1.99 -1.35 -0.53 0.290
```

=====

[13]
CH2N2O3S | ωB97M-V/def2-TZVPD

Results
- frontier orbital gap (spin up / spin down) (eV) = 5.719 / 7.264
- expectation value of S² = 2.014
- 2S+1 = 3

Geometry as XYZ:
```
9
Properties=species:S:1:pos:R:3:mulliken_charge:R:1
C -1.87 -0.74 -0.13 0.445
N -0.89 -0.13 0.25 -0.308
N -3.02 -1.06 -0.31 -0.483
O 1.11 1.21 -0.94 -0.438
O 2.74 0.70 0.85 -0.498
O 0.34 -0.47 0.83 -0.095
S 1.64 0.12 -0.21 0.723
H 3.23 1.60 0.95 0.370
H -3.29 -1.23 -1.29 0.284
```

=====

[14]
CH2N2OS | ωB97M-V/def2-TZVPD

Results
- frontier orbital gap (spin up / spin down) (eV) = 7.455 / 7.459
- structure (SMILES) = N=C=O.N=S

Geometry as XYZ:
```
7
Properties=species:S:1:pos:R:3:mulliken_charge:R:1
N 0.57 -0.06 0.67 -0.454
C 0.24 0.68 -0.21 0.516
O -0.11 1.45 -0.98 -0.354
H 0.71 -1.09 0.51 0.293
N -2.98 -1.10 0.30 -0.308
S -3.50 0.32 0.22 0.043
H -2.60 -1.45 -0.52 0.264
```

=====

[15]
CH2N2OS2 | ωB97M-V/def2-TZVPD

Results
- frontier orbital gap (spin up / spin down) (eV) = 6.935 / 6.724

Geometry as XYZ:
```
8
Properties=species:S:1:pos:R:3:mulliken_charge:R:1
C 1.26 1.79 -0.39 0.405
N -0.46 1.13 -2.35 -0.089
N 1.91 1.42 0.53 -0.311
O -1.35 0.52 -1.77 -0.193
S 0.26 2.53 -1.41 -0.102
S -1.05 -0.98 -0.56 -0.225
H 2.44 0.59 1.05 0.375
H -2.16 -1.28 -1.16 0.140
```

=====

[16]
CH2N2OS2 | ωB97M-V/def2-TZVPD

Results
- frontier orbital gap (eV) = 7.262

Geometry as XYZ:
```
8
Properties=species:S:1:pos:R:3:mulliken_charge:R:1
C 1.82 -1.05 -0.33 -0.329
N 1.13 -0.46 0.58 0.466
N 0.55 0.03 1.44 -0.582
O -2.87 0.36 -0.88 -0.357
S -2.32 2.89 0.32 -0.144
S -2.35 0.96 0.30 0.479
H 2.59 -0.63 -0.97 0.269
H 1.46 -2.10 -0.46 0.198
```

=====

[17]
CH2N2S2 | ωB97M-V/def2-TZVPD

Results
- frontier orbital gap (eV) = 7.075
- structure (SMILES) = S=NS.C#N

Geometry as XYZ:
```
7
Properties=species:S:1:pos:R:3:mulliken_charge:R:1
S -0.96 -0.78 1.99 -0.107
N 0.13 -1.10 1.00 -0.077
S 1.70 -1.57 1.18 -0.013
H 1.78 -1.50 -0.21 0.196
C -0.93 1.61 -1.28 0.092
N -0.54 1.03 -2.19 -0.349
H -1.17 2.32 -0.49 0.258
```

=====

[18]
CH2N3 | ωB97M-V/def2-TZVPD

Results
- frontier orbital gap (spin up / spin down) (eV) = 7.432 / 7.431
- total charge = +1

Geometry as XYZ:
```
6
Properties=species:S:1:pos:R:3:mulliken_charge:R:1
C 2.47 0.26 0.13 0.029
N -3.45 0.08 0.06 0.031
N -4.07 0.85 0.49 -0.028
N 1.61 -0.42 -0.25 -0.220
H 3.36 0.63 0.39 0.396
H 0.08 -1.40 -0.82 0.792
```

=====

[19]
CH2N3O2 | ωB97M-V/def2-TZVPD

Results
- frontier orbital gap (eV) = 8.087
- structure (SMILES) = O=C=[NH+]NN=O
- total charge = +1

Geometry as XYZ:
```
8
Properties=species:S:1:pos:R:3:mulliken_charge:R:1
O -2.83 0.15 0.42 -0.080
C -1.79 0.05 -0.04 0.586
N -0.61 -0.25 -0.41 -0.036
N 0.61 0.14 0.30 0.090
N 1.81 -0.11 -0.33 0.098
O 2.84 0.13 0.14 -0.316
H -0.50 -0.59 -1.42 0.402
H 0.48 0.48 1.34 0.257
```

=====

[20]
CH2N3O2P | ωB97M-V/def2-TZVPD

Results
- frontier orbital gap (eV) = 8.962

Geometry as XYZ:
```
9
Properties=species:S:1:pos:R:3:mulliken_charge:R:1
C 2.41 -1.62 1.17 -0.226
N 2.25 -1.05 0.18 -0.096
N -1.34 2.01 0.79 -0.389
N -1.10 -0.40 -0.57 0.803
O -1.61 -1.43 -0.93 -0.540
O -0.06 0.08 -0.97 -0.587
P -2.03 0.67 0.76 0.376
H 2.03 -0.57 -0.67 0.340
H -0.54 2.32 0.25 0.320
```

=====

Number 1: molar mass 155.678 g mol⁻¹. Number 2: molar mass 74.039 g mol⁻¹. Number 3: molar mass 74.039 g mol⁻¹. Number 4: molar mass 74.039 g mol⁻¹. Number 5: molar mass 74.039 g mol⁻¹. Number 6: molar mass 74.039 g mol⁻¹. Number 7: molar mass 74.039 g mol⁻¹. Number 8: molar mass 106.106 g mol⁻¹. Number 9: molar mass 106.106 g mol⁻¹. Number 10: molar mass 122.105 g mol⁻¹. Number 11: molar mass 122.105 g mol⁻¹. Number 12: molar mass 122.105 g mol⁻¹. Number 13: molar mass 122.105 g mol⁻¹. Number 14: molar mass 90.107 g mol⁻¹. Number 15: molar mass 122.174 g mol⁻¹. Number 16: molar mass 122.174 g mol⁻¹. Number 17: molar mass 106.175 g mol⁻¹. Number 18: molar mass 56.048 g mol⁻¹. Number 19: molar mass 88.046 g mol⁻¹. Number 20: molar mass 119.020 g mol⁻¹.